Below is a single C5H8BrF2N molecule at a distorted geometry, with properties calculated with the ωB97M-V functional and the def2-TZVPD basis.

Structure (XYZ):
```
17
Properties=species:S:1:pos:R:3:lowdin_charge:R:1
C 1.1700 1.1808 -1.6581 -0.006
C 1.5246 0.4866 -0.5789 -0.630
C -0.5239 -0.1283 1.8230 -0.095
C -1.6721 -0.1949 -0.3370 -0.078
C 0.7208 -0.7971 -0.2202 -0.598
N -0.6301 -0.6983 0.5103 -0.154
F 0.4883 -1.5375 -1.3147 0.110
F 1.4953 -1.5351 0.5693 0.045
Br 3.0970 0.7899 0.4443 0.772
H 0.2541 0.9753 -2.1738 0.056
H 1.6729 2.0315 -2.1797 0.088
H 0.2218 -0.7229 2.3733 0.102
H -0.5756 0.9079 2.0023 0.071
H -1.4423 -0.3952 2.3509 0.086
H -1.4139 0.7363 -0.7346 0.056
H -1.8832 -0.8590 -1.1806 0.098
H -2.5038 -0.2400 0.3042 0.078
```

Summary:
HOMO	-9.081	eV
strongest force on any atom	3.87	eV/Å
SMILES	C=C(Br)C(F)(F)N(C)C
energy relative to the best compared isomer or geometry (same formula, charge and spin)	0.00	kcal per mole
calculated total energy	-82280.6552	eV



Below is a molecular structure, C5H8BrI at a distorted geometry, with properties calculated with the ωB97M-V functional and the def2-TZVPD basis.

Structure (XYZ):
```
15
Properties=species:S:1:pos:R:3:lowdin_charge:R:1
C 1.0520 -0.7038 0.7097 -0.185
C 4.2796 0.3793 0.9395 -1.227
C -0.6989 0.7841 -0.3986 -0.084
C 0.4327 -1.4987 -0.3875 -0.130
C 0.5999 0.0025 -0.5308 -0.363
Br 3.9106 2.0565 0.4095 0.587
I 5.2916 -0.8218 -0.4066 0.680
H 0.4113 -0.3899 1.5074 0.087
H -0.4897 1.8211 -0.2947 0.046
H -1.1490 0.4827 0.5639 0.082
H -1.3029 0.7149 -1.3867 0.110
H 1.2410 -2.1643 -0.7047 0.101
H -0.5244 -1.8984 -0.0668 0.103
H 2.1036 -0.8203 0.9760 0.050
H 1.3904 0.3547 -1.2818 0.142
```

Summary:
HOMO	-8.817	eV
strongest force on any atom	2.09	eV/Å
energy relative to the best compared isomer or geometry (same formula, charge and spin)	84.07	kcal per mole
calculated total energy	-83453.0020	eV